# C11H23N2O4P2Y

C11H23N2O4P2Y as an isolated structure in a non-equilibrium geometry (the ωB97M-V functional and the def2-TZVPD basis, OMol25).

```
43
Properties=species:S:1:pos:R:3:lowdin_charge:R:1
Y 0.167 -1.376 -0.307 1.398
P -2.644 -1.194 -0.640 0.809
C -2.318 0.576 -1.098 -0.304
C -1.492 1.408 -0.121 -0.300
N -0.301 0.888 0.293 0.001
C 0.489 1.631 1.120 -0.274
C 0.122 2.920 1.516 0.011
C -1.068 3.475 1.053 0.008
C -1.876 2.700 0.231 0.007
C 1.773 1.023 1.678 -0.276
P 2.619 -0.293 0.681 0.799
H -2.804 3.118 -0.159 0.133
H 0.774 3.495 2.178 0.137
H -1.348 4.494 1.333 0.139
H 2.511 1.830 1.825 0.108
H 1.555 0.564 2.663 0.112
H -1.769 0.555 -2.075 0.081
H -3.300 1.040 -1.256 0.107
H 1.493 -0.606 -2.810 0.052
O 0.541 -0.487 -2.419 -0.185
H 0.006 0.134 -2.952 0.093
H 2.577 -2.256 -2.397 0.097
O 2.820 -1.346 -2.673 -0.046
H 3.646 -1.442 -3.182 0.122
C 3.760 0.709 -0.317 -0.257
H 4.495 1.186 0.343 0.064
H 4.283 0.057 -1.029 0.038
H 3.207 1.483 -0.865 0.060
C 3.711 -0.992 1.958 -0.242
H 4.225 -1.864 1.534 0.057
H 4.454 -0.253 2.280 0.068
H 3.104 -1.315 2.815 0.061
C -3.757 -1.036 0.797 -0.233
H -4.729 -0.638 0.476 0.064
H -3.898 -2.039 1.229 0.063
H -3.318 -0.382 1.561 0.058
C -3.816 -1.690 -1.948 -0.242
H -3.911 -2.784 -1.908 0.061
H -4.798 -1.235 -1.770 0.065
H -3.435 -1.392 -2.934 0.057
O -1.080 -3.809 2.108 0.057
N -0.632 -2.976 1.352 -0.330
O -0.039 -1.881 1.838 -0.295
```

Calculated values
Largest force on an atom in eV Å⁻¹: 2.7
Kohn-Sham gap in eV: 8.55
Total charge: +2
Electronic energy in a.u.: -1563.9747
Energy above the lowest of the compared OMol25 structures with the same formula, charge and spin in kJ/mol: 0.0

---

# CH6OS2

A 2-piece molecular cluster, CH6OS2 overall in a non-equilibrium geometry (the ωB97M-V functional and the def2-TZVPD basis, OMol25).

```
10
Properties=species:S:1:pos:R:3:lowdin_charge:R:1
C -0.810 -2.277 1.561 -0.571
S -0.825 -1.435 0.052 0.381
S 0.072 0.425 0.468 0.294
H -1.683 -2.096 2.209 0.039
H 0.100 -1.967 2.102 0.028
H -0.744 -3.358 1.353 0.037
H 1.381 0.161 0.267 -0.204
O 0.551 3.288 -2.836 -0.093
H 1.399 2.992 -2.434 0.043
H 0.560 4.267 -2.742 0.046
```

Calculated values
SMILES string: CSS.O
Largest force on an atom in eV Å⁻¹: 2.4
Kohn-Sham gap in eV: 9.46
Electronic energy in a.u.: -913.2934
Energy above the lowest of the compared OMol25 structures with the same formula, charge and spin in kJ/mol: 23.9

---

# C22H32F15NO13S

A 6-piece molecular cluster, C22H32F15NO13S overall (the ωB97M-V functional and the def2-TZVPD basis, OMol25).

```
84
Properties=species:S:1:pos:R:3:lowdin_charge:R:1
C 7.639 0.311 -1.976 -0.084
C 6.222 0.811 -2.210 -0.285
N 5.409 -0.170 -2.926 -0.054
O 4.698 -0.942 -1.941 -0.364
S 3.115 -0.566 -1.728 0.909
O 2.813 -1.295 -0.509 -0.407
O 3.235 1.001 -1.385 -0.301
H 8.291 1.129 -1.663 0.072
H 8.042 -0.123 -2.892 0.074
H 7.663 -0.455 -1.198 0.075
H 5.750 1.060 -1.256 0.091
H 6.214 1.717 -2.823 0.114
H 4.686 0.302 -3.461 0.089
H 3.507 1.176 -0.464 0.078
C 0.111 -3.021 0.457 -0.054
C 0.565 -4.074 -0.521 -0.173
O -0.270 -5.268 -0.429 0.042
C -1.410 -5.230 -1.081 -0.405
O -1.845 -4.347 -1.764 0.153
C -2.183 -6.561 -0.887 -0.542
F -2.198 -6.945 0.392 0.163
F -1.613 -7.532 -1.611 0.172
F -3.442 -6.417 -1.294 0.162
H 0.117 -3.412 1.475 0.088
H 0.806 -2.186 0.394 0.055
H -0.892 -2.667 0.219 0.080
H 1.564 -4.438 -0.298 0.129
H 0.528 -3.720 -1.550 0.124
C 0.750 5.458 0.963 -0.050
C 0.587 4.904 -0.431 -0.168
O 1.869 4.927 -1.129 0.046
C 2.695 3.944 -0.866 -0.396
O 2.522 2.992 -0.159 0.135
C 4.014 4.112 -1.667 -0.540
F 4.483 5.360 -1.642 0.172
F 3.819 3.763 -2.945 0.169
F 4.936 3.303 -1.149 0.154
H 1.207 6.444 0.921 0.061
H -0.225 5.533 1.444 0.088
H 1.380 4.805 1.568 0.083
H -0.049 5.528 -1.053 0.127
H 0.215 3.881 -0.437 0.126
C 5.017 9.077 -0.650 -0.057
C 5.311 8.919 0.823 -0.179
O 4.432 9.759 1.623 0.039
C 3.224 9.281 1.846 -0.401
O 2.769 8.243 1.462 0.155
C 2.421 10.250 2.749 -0.549
F 2.549 11.518 2.352 0.171
F 2.868 10.160 4.010 0.167
F 1.132 9.932 2.738 0.174
H 5.107 10.120 -0.950 0.085
H 5.738 8.491 -1.221 0.083
H 4.019 8.715 -0.889 0.078
H 6.306 9.268 1.086 0.126
H 5.184 7.889 1.153 0.124
C -4.319 -8.001 2.618 -0.061
C -5.641 -7.784 3.316 -0.181
O -5.561 -8.180 4.712 0.032
C -5.032 -7.291 5.534 -0.408
O -4.619 -6.202 5.269 0.169
C -5.043 -7.840 6.983 -0.549
F -4.620 -9.106 7.038 0.166
F -6.292 -7.799 7.470 0.163
F -4.265 -7.103 7.766 0.174
H -4.004 -9.040 2.711 0.088
H -4.432 -7.768 1.558 0.073
H -3.548 -7.353 3.032 0.080
H -6.428 -8.416 2.913 0.126
H -5.954 -6.742 3.277 0.125
C -5.160 -3.575 -1.912 -0.055
C -4.541 -2.409 -2.643 -0.180
O -5.498 -1.793 -3.550 0.035
C -6.338 -0.934 -3.009 -0.412
O -6.407 -0.590 -1.866 0.166
C -7.268 -0.345 -4.100 -0.548
F -7.744 -1.291 -4.914 0.166
F -6.583 0.537 -4.846 0.161
F -8.296 0.288 -3.547 0.172
H -5.540 -4.314 -2.617 0.089
H -4.385 -4.046 -1.306 0.057
H -5.969 -3.249 -1.259 0.082
H -3.727 -2.724 -3.290 0.122
H -4.185 -1.642 -1.957 0.126
```

Calculated values
Largest force on an atom in eV Å⁻¹: 0.8
Kohn-Sham gap in eV: 10.26
Electronic energy in a.u.: -3786.5779

---

# C45H60AsCl2F6N3O6Rb

C45H60AsCl2F6N3O6Rb as an isolated structure in a non-equilibrium geometry (the ωB97M-V functional and the def2-TZVPD basis, OMol25).

```
124
Properties=species:S:1:pos:R:3:lowdin_charge:R:1
Rb 0.908 -2.162 -1.032 0.805
O 3.647 -0.845 -1.463 -0.149
C 4.755 -0.244 -1.413 -0.443
C 5.569 -0.077 -2.587 -0.040
C 6.681 0.727 -2.610 -0.149
C 7.103 1.423 -1.466 -0.162
C 6.375 1.231 -0.303 -0.101
C 5.269 0.386 -0.224 -0.165
C 4.593 0.308 1.088 -0.160
N 4.059 -0.665 1.705 0.059
C 4.133 -1.995 1.115 -0.223
C 3.804 -3.075 2.129 -0.198
N 2.373 -3.125 2.423 0.034
C 1.703 -4.165 2.124 -0.113
C 2.152 -5.398 1.447 -0.168
C 1.919 -6.611 2.086 -0.082
C 2.335 -7.821 1.553 -0.153
C 2.989 -7.788 0.315 -0.143
C 3.184 -6.609 -0.365 -0.042
C 2.726 -5.346 0.134 -0.453
O 2.811 -4.276 -0.541 -0.178
H 5.228 -0.588 -3.481 0.095
H 7.235 0.835 -3.540 0.080
H 7.968 2.073 -1.487 0.066
H 6.671 1.755 0.604 0.097
H 4.574 1.264 1.623 0.102
H 5.128 -2.176 0.688 0.129
H 3.454 -2.073 0.269 0.052
H 4.300 -2.827 3.075 0.108
H 4.177 -4.039 1.778 0.107
H 0.656 -4.143 2.439 0.109
H 1.399 -6.597 3.041 0.100
H 2.148 -8.755 2.068 0.067
H 3.332 -8.717 -0.134 0.080
H 3.658 -6.600 -1.341 0.096
C -2.162 6.338 -2.207 -0.043
C -2.521 4.944 -2.742 -0.558
C -2.456 4.952 -4.276 -0.043
C -3.954 4.623 -2.325 -0.066
C -1.521 3.923 -2.211 -0.140
C -1.889 2.894 -1.414 0.034
C -0.911 1.927 -0.996 -0.132
N -1.033 0.953 -0.135 0.202
C -1.942 0.816 0.822 -0.121
C -2.756 1.839 1.381 0.037
C -3.693 1.530 2.315 -0.138
C -3.875 0.153 2.728 0.018
C -3.082 -0.878 2.371 -0.042
C -1.958 -0.548 1.448 -0.236
O -1.047 -1.318 1.205 0.047
C -3.366 -2.292 2.894 -0.519
C -2.209 -3.292 2.791 -0.045
C -4.547 -2.852 2.085 -0.032
C -3.760 -2.210 4.377 -0.057
C -4.587 2.576 2.973 -0.556
C -6.052 2.270 2.630 -0.044
C -4.264 3.990 2.498 -0.066
C -4.395 2.522 4.496 -0.041
C 0.404 1.933 -1.724 -0.258
O 1.006 0.895 -1.901 0.067
C 0.856 3.221 -2.318 -0.066
C -0.115 4.111 -2.580 0.034
C 2.317 3.365 -2.696 -0.529
C 2.659 4.835 -2.939 -0.067
C 3.226 2.838 -1.577 -0.019
C 2.573 2.560 -3.979 -0.021
H -2.863 7.077 -2.604 0.083
H -1.157 6.642 -2.497 0.076
H -2.218 6.362 -1.118 0.090
H -3.183 5.665 -4.674 0.082
H -2.687 3.965 -4.679 0.094
H -1.470 5.239 -4.640 0.078
H -4.629 5.377 -2.734 0.084
H -4.072 4.628 -1.240 0.074
H -4.272 3.649 -2.699 0.091
H -2.915 2.752 -1.115 0.102
H -2.580 2.861 1.083 0.101
H -4.694 -0.045 3.407 0.095
H -1.905 -3.495 1.771 0.057
H -2.556 -4.234 3.226 0.092
H -1.333 -2.959 3.350 0.082
H -4.266 -3.007 1.043 0.082
H -5.413 -2.186 2.127 0.077
H -4.833 -3.823 2.494 0.088
H -2.978 -1.722 4.960 0.096
H -3.887 -3.223 4.762 0.082
H -4.701 -1.680 4.541 0.066
H -6.209 2.290 1.550 0.090
H -6.707 3.017 3.086 0.082
H -6.361 1.291 2.995 0.076
H -4.437 4.104 1.426 0.075
H -3.228 4.259 2.707 0.092
H -4.908 4.704 3.016 0.083
H -4.681 1.556 4.911 0.077
H -5.013 3.288 4.972 0.082
H -3.354 2.704 4.764 0.096
H 0.140 5.027 -3.097 0.097
H 2.386 5.454 -2.082 0.088
H 2.173 5.241 -3.832 0.074
H 3.736 4.921 -3.089 0.085
H 3.038 3.360 -0.635 0.100
H 4.270 3.004 -1.855 0.090
H 3.103 1.775 -1.400 0.068
H 1.954 2.928 -4.802 0.083
H 2.364 1.504 -3.817 0.086
H 3.625 2.650 -4.260 0.089
Cl 2.504 -3.093 -3.639 0.575
C 1.052 -2.925 -4.611 -0.981
Cl 0.030 -1.556 -4.063 0.484
H 0.456 -3.825 -4.514 0.020
H 1.330 -2.714 -5.637 0.018
O 0.840 -1.149 3.651 -0.106
H 1.475 -1.810 3.272 -0.010
H 0.212 -1.044 2.930 -0.022
O 1.586 1.405 1.521 -0.066
H 1.262 0.951 0.735 0.000
H 2.018 0.697 2.029 0.015
F -0.508 -3.993 -0.134 -0.420
As -1.429 -5.148 -1.103 0.728
F -1.066 -4.151 -2.504 -0.303
F -2.841 -4.147 -0.819 -0.268
F -2.378 -6.222 -2.076 -0.258
F -1.778 -6.050 0.332 -0.245
F -0.001 -6.054 -1.404 -0.212
```

Calculated values
Largest force on an atom in eV Å⁻¹: 1.2
Kohn-Sham gap (alpha / beta) in eV: 3.72 / 2.99
Total charge: -2
Electronic energy in a.u.: -6146.1064
Spin multiplicity: 2
Energy above the lowest of the compared OMol25 structures with the same formula, charge and spin in kJ/mol: 51.0